Density functional theory data (ωB97M-V/def2-TZVPD) for a cluster of 9 separate species, C4H29N2O8S2 in total in a non-equilibrium geometry.

Properties
spin multiplicity: 1
net charge: +1
HOMO energy: -12.04 eV
energy above the lowest of the compared OMol25 structures with the same formula, charge and spin: 132.2 kJ/mol
frontier orbital gap: 9.62 eV
molar mass: 297.4 u

The geometry in XYZ format:
```
45
Properties=species:S:1:pos:R:3:nbo_charge:R:1
S 1.909 -0.505 -3.577 0.089
S 2.902 -1.753 -2.215 -0.152
O -2.812 -2.747 0.402 -0.991
O 0.725 -2.324 0.363 -0.970
O 3.778 0.828 2.366 -0.955
O -1.654 -1.133 -3.025 -0.981
O -2.021 -0.793 4.348 -0.975
O -2.581 -0.136 -0.133 -1.005
O -1.211 -4.581 1.556 -0.971
O 0.196 0.190 1.667 -0.986
N 0.017 0.176 -1.167 -0.735
N -0.080 2.567 0.007 -0.664
C 0.576 3.588 0.783 -0.434
C 1.811 1.104 -2.618 -0.541
C 0.404 1.283 -2.084 -0.081
C 0.232 2.669 -1.436 -0.235
H 2.173 1.944 -3.214 0.252
H 4.122 -1.897 -2.754 0.151
H -0.005 -0.735 -1.648 0.470
H 1.152 3.225 -1.566 0.220
H 2.651 0.976 -1.933 0.250
H -3.623 -2.744 0.904 0.474
H -1.636 -1.722 -3.789 0.496
H -0.992 0.239 -0.945 0.481
H 0.225 3.584 1.818 0.208
H -2.952 -0.986 4.188 0.485
H 0.391 -1.447 0.604 0.479
H 0.472 4.648 0.479 0.184
H -0.645 -0.133 2.009 0.503
H -1.210 -4.963 2.434 0.497
H -0.279 1.103 -2.919 0.238
H -2.246 -3.432 0.828 0.519
H 0.629 0.035 -0.369 0.450
H -0.677 3.081 -1.889 0.212
H 3.934 1.345 3.178 0.482
H -2.750 -1.041 0.219 0.514
H -1.815 -0.228 5.087 0.492
H -2.431 -1.359 -2.495 0.495
H -1.079 2.578 0.194 0.373
H 1.685 -2.281 0.460 0.489
H -0.440 -3.995 1.421 0.510
H 1.668 3.502 0.827 0.205
H -3.342 0.359 0.122 0.483
H 0.264 1.132 1.663 0.503
H 4.568 0.783 1.850 0.474
```